(1)
Below is C41H47As2FeS4 as an isolated structure, with properties calculated with ωB97M-V/def2-TZVPD.

Element x y z (Å)
Fe  -0.59  0.08  -0.54
C  -2.41  1.84  -3.27
C  -1.08  1.69  -3.99
S  -0.05  0.35  -3.36
C  -0.70  -1.10  -4.18
C  -1.95  -1.71  -3.56
S  -1.85  -1.84  -1.76
C  -3.58  -1.61  -1.33
C  -3.72  -1.41  0.16
S  -2.68  -0.10  0.84
C  -3.68  1.38  0.59
C  -3.74  1.91  -0.83
S  -2.08  2.07  -1.52
H  -3.05  0.98  -3.40
H  -2.93  2.73  -3.64
H  -0.47  2.59  -3.87
H  -1.23  1.53  -5.06
H  0.13  -1.82  -4.15
H  -0.88  -0.85  -5.22
H  -2.08  -2.72  -3.94
H  -2.84  -1.14  -3.80
H  -4.12  -2.51  -1.63
H  -3.97  -0.77  -1.90
H  -3.42  -2.30  0.70
H  -4.75  -1.18  0.42
H  -3.24  2.12  1.25
H  -4.68  1.15  0.95
H  -4.20  2.90  -0.83
H  -4.32  1.26  -1.49
C  0.84  2.17  2.58
C  2.01  1.26  2.26
As  1.43  -0.32  1.26
C  0.30  -1.23  2.56
C  -0.67  -2.11  2.09
C  -1.49  -2.80  2.97
C  -1.34  -2.60  4.34
C  -0.37  -1.74  4.82
C  0.46  -1.06  3.93
C  3.04  -1.38  1.37
C  4.14  -0.94  0.65
C  5.37  -1.58  0.80
C  5.48  -2.66  1.67
C  4.37  -3.10  2.37
C  3.14  -2.47  2.22
As  -0.23  2.34  0.96
C  -1.41  3.80  1.43
C  -1.50  4.97  0.68
C  -2.32  6.00  1.11
C  -3.07  5.86  2.27
C  -3.01  4.68  3.00
C  -2.18  3.65  2.58
C  1.13  3.20  -0.14
C  1.66  4.43  0.23
C  2.66  5.01  -0.54
C  3.13  4.38  -1.68
C  2.62  3.13  -2.04
C  1.63  2.55  -1.26
H  1.14  3.17  2.88
H  0.23  1.75  3.38
H  2.54  0.91  3.14
H  2.73  1.78  1.63
H  -0.77  -2.28  1.02
H  -2.23  -3.50  2.60
H  -1.98  -3.14  5.03
H  -0.24  -1.60  5.88
H  1.24  -0.42  4.32
H  4.06  -0.10  -0.04
H  6.23  -1.23  0.25
H  6.43  -3.15  1.79
H  4.46  -3.94  3.05
H  2.28  -2.82  2.78
H  -0.92  5.08  -0.23
H  -2.37  6.92  0.54
H  -3.71  6.66  2.60
H  -3.60  4.56  3.90
H  -2.12  2.73  3.17
H  1.31  4.94  1.12
H  3.08  5.97  -0.24
H  3.90  4.84  -2.28
H  2.99  2.62  -2.92
H  1.26  1.57  -1.54
C  1.31  -2.63  -1.35
C  1.46  -3.99  -1.66
C  1.06  -4.53  -2.91
C  1.25  -5.87  -3.20
C  1.84  -6.72  -2.26
C  2.23  -6.21  -1.02
C  2.04  -4.88  -0.72
H  0.95  -1.92  -2.08
H  1.66  -2.27  -0.39
H  0.60  -3.88  -3.65
H  0.96  -6.26  -4.17
H  1.99  -7.76  -2.49
H  2.68  -6.87  -0.29
H  2.36  -4.48  0.24

Calculated values
2S+1: 2
LUMO (alpha / beta) (eV): -5.70 / -5.69
Total charge: +2
Maximum force (eV/A): 2.76
Highest occupied orbital energy (alpha / beta) (eV): -11.4 / -13.3

=====

(2)
Below is C26H32ClFeO4 as an isolated structure, with properties calculated with ωB97M-V/def2-TZVPD.

Element x y z (Å)
O  2.63  -2.17  -2.44
C  2.04  -1.62  -3.66
C  1.49  -2.96  -4.13
H  2.81  -1.20  -4.33
H  1.26  -0.87  -3.43
C  2.21  -3.50  -2.86
H  1.93  -3.30  -5.07
H  0.40  -3.02  -4.12
C  3.40  -4.38  -3.20
H  4.05  -3.89  -3.93
H  3.04  -5.32  -3.62
H  3.98  -4.59  -2.29
C  1.34  -4.17  -1.81
H  0.42  -3.61  -1.64
H  1.90  -4.25  -0.87
H  1.08  -5.18  -2.13
Fe  -0.38  0.77  0.35
C  -2.47  -0.03  -1.02
C  -2.53  1.39  -0.91
C  -1.35  1.94  -1.52
H  -3.38  1.96  -0.53
C  -0.58  0.84  -2.04
C  -1.27  -0.37  -1.71
H  -0.97  -1.37  -2.04
H  -3.25  -0.71  -0.68
H  -1.13  2.99  -1.66
H  0.28  0.93  -2.69
C  -1.26  -0.60  2.33
C  -1.03  -1.46  1.21
C  0.38  -1.45  0.93
H  -1.77  -2.07  0.70
C  1.01  -0.63  1.92
C  -0.01  -0.04  2.73
H  0.16  0.67  3.54
H  -2.20  -0.50  2.86
H  0.88  -2.04  0.17
H  2.08  -0.54  2.11
O  1.37  1.26  -0.04
C  2.50  0.44  -0.58
C  3.69  1.34  -0.80
H  2.14  -0.03  -1.50
H  2.72  -0.37  0.14
C  3.26  2.76  -0.40
H  4.02  1.28  -1.84
H  4.52  1.00  -0.17
C  1.87  2.67  0.19
H  3.26  3.42  -1.27
H  3.94  3.19  0.34
H  1.15  3.35  -0.29
H  1.86  2.83  1.28
Cl  -6.43  1.20  5.67
C  -5.12  1.72  4.68
C  -4.18  2.63  5.18
C  -3.12  3.04  4.37
C  -2.98  2.52  3.07
C  -3.95  1.64  2.57
C  -5.02  1.23  3.37
C  -1.76  2.86  2.25
O  -1.17  3.92  2.45
O  -1.45  1.94  1.38
H  -4.28  2.99  6.20
H  -2.39  3.76  4.71
H  -3.86  1.25  1.56
H  -5.76  0.53  2.99

Calculated values
2S+1: 6
LUMO (alpha / beta) (eV): 0.42 / -0.26
Total charge: 0
Maximum force (eV/A): 4.94
Highest occupied orbital energy (alpha / beta) (eV): -7.6 / -7.9

=====

(3)
Below is an isolated ion of composition C2H9N4 and charge +1, with properties calculated with ωB97M-V/def2-TZVPD.

Element x y z (Å)
C  -0.42  0.75  0.05
C  1.84  -0.38  0.01
N  -1.71  0.62  0.09
N  0.12  1.94  -0.15
N  0.42  -0.46  0.18
N  -2.31  -0.70  -0.12
H  2.08  -0.11  -1.09
H  2.19  0.36  0.69
H  2.48  -1.21  0.20
H  -0.51  2.80  -0.32
H  1.14  2.18  0.02
H  -0.14  -1.30  0.58
H  -3.24  -0.52  0.30
H  -2.44  -0.68  -1.10
H  -1.70  -1.49  0.16

Calculated values
LUMO (eV): -3.57
Total charge: +1
Maximum force (eV/A): 5.01
Highest occupied orbital energy (eV): -13.6

=====

(4)
Below is C25H19N5Pd as an isolated structure, with properties calculated with ωB97M-V/def2-TZVPD.

Element x y z (Å)
Pd  0.31  -0.53  0.43
C  4.75  0.09  1.00
C  5.32  -1.04  0.41
C  4.42  -2.04  0.02
C  3.08  -1.93  0.17
N  2.46  -0.85  0.74
C  3.36  0.12  1.09
N  2.47  -3.12  -0.06
C  1.22  -3.33  -0.14
N  0.16  -2.51  -0.05
C  -0.98  -3.16  -0.38
N  -2.18  -2.69  -0.59
C  -2.60  -1.37  -0.32
C  -3.99  -1.15  -0.56
C  -4.56  0.01  -0.18
C  -3.72  1.03  0.46
C  -2.38  0.85  0.57
N  -1.84  -0.37  0.24
C  -0.72  -4.61  -0.50
C  -1.43  -5.76  -0.64
C  -0.79  -7.02  -0.66
C  0.54  -7.14  -0.43
C  1.29  -5.97  -0.24
C  0.69  -4.69  -0.30
H  5.21  1.10  1.26
H  6.41  -1.09  0.25
H  4.80  -2.92  -0.40
H  2.81  1.03  1.48
H  -4.70  -1.83  -0.98
H  -5.63  0.08  -0.25
H  -4.12  1.98  0.74
H  -1.75  1.59  1.00
H  -2.50  -5.62  -0.72
H  -1.31  -7.93  -0.82
H  1.03  -8.11  -0.43
H  2.34  -5.96  -0.15
C  0.78  4.18  -0.27
C  0.01  5.35  -0.18
C  -0.77  5.79  -1.28
C  -1.59  6.86  -1.14
C  -1.60  7.64  0.01
C  -0.79  7.25  1.13
C  0.02  6.11  1.03
H  0.79  3.47  -1.07
H  1.33  3.85  0.60
H  -0.76  5.14  -2.14
H  -2.42  7.12  -1.79
H  -2.29  8.52  0.11
H  -0.80  7.81  2.05
H  0.62  5.80  1.86

Calculated values
2S+1: 3
LUMO (alpha / beta) (eV): -0.53 / -0.68
Total charge: 0
Maximum force (eV/A): 4.01
Highest occupied orbital energy (alpha / beta) (eV): -7.3 / -7.7

=====

(5)
Below is C26H36InN4OSb2 as an isolated structure, with properties calculated with ωB97M-V/def2-TZVPD.

Element x y z (Å)
In  -2.69  1.25  -1.01
C  -1.65  -3.10  2.03
Sb  -1.10  -1.21  1.14
C  -1.70  -0.04  2.83
C  1.66  -1.17  1.66
C  2.14  -2.20  0.93
C  2.20  -3.53  1.53
C  2.65  -4.59  0.84
C  3.05  -4.40  -0.51
C  3.00  -3.17  -1.13
C  2.58  -2.03  -0.44
C  2.62  -0.77  -1.12
Sb  0.64  -0.38  -2.28
C  1.65  1.10  -3.46
C  0.87  -1.98  -3.69
H  -1.15  -3.18  2.99
H  -1.38  -3.94  1.40
H  -2.72  -3.10  2.21
H  -1.31  -0.48  3.74
H  -2.79  -0.05  2.90
H  -1.36  0.98  2.72
H  1.46  -1.32  2.71
H  1.76  -0.14  1.33
H  1.91  -3.63  2.57
H  2.73  -5.56  1.29
H  3.42  -5.26  -1.06
H  3.34  -3.07  -2.15
H  3.26  -0.75  -1.99
H  2.66  0.14  -0.53
H  2.49  0.66  -3.99
H  1.99  1.93  -2.85
H  0.94  1.48  -4.19
H  1.87  -1.97  -4.12
H  0.15  -1.81  -4.49
H  0.66  -2.95  -3.24
C  -3.54  -3.64  -1.41
N  -4.49  -2.96  -0.51
C  -5.83  -3.54  -0.38
C  -4.19  -1.85  0.08
C  -5.18  -1.14  0.92
O  -2.98  -1.29  -0.09
H  -3.87  -4.66  -1.57
H  -2.55  -3.65  -0.98
H  -3.51  -3.12  -2.37
H  -5.90  -4.39  -1.05
H  -6.59  -2.81  -0.67
H  -6.01  -3.87  0.64
H  -5.63  -1.82  1.65
H  -6.00  -0.76  0.30
H  -4.72  -0.31  1.44
N  6.26  7.70  0.46
C  5.29  7.09  0.48
C  4.10  6.32  0.50
C  3.11  6.58  1.44
C  1.96  5.82  1.47
C  1.79  4.80  0.54
C  2.77  4.53  -0.41
C  3.92  5.29  -0.43
N  0.60  4.01  0.57
C  -0.61  4.39  1.11
C  -1.45  3.34  0.91
N  -0.79  2.32  0.26
C  0.44  2.77  0.08
H  3.25  7.38  2.16
H  1.21  6.02  2.22
H  2.63  3.77  -1.16
H  4.69  5.10  -1.17
H  -0.77  5.35  1.55
H  -2.49  3.27  1.20
H  1.24  2.22  -0.38

Calculated values
LUMO (eV): -10.97
Total charge: +3
Maximum force (eV/A): 1.62
Highest occupied orbital energy (eV): -15.6